Entry 1:
Molecular formula: C7H14N2
Method: DFT, the ωB97M-V functional and the def2-TZVPD basis

Results
* LUMO (spin up / spin down): 3.611 / 3.494 eV
* multiplicity: 2
* molecular weight: 126.2 g mol⁻¹
* net charge: -1
* energy above the lowest of the compared OMol25 structures with the same formula, charge and spin: 42.8 kcal/mol

Positions of all 23 atoms, in Å:
C: 0.38330 -2.22466 -0.42148
C: -0.23561 -0.69807 1.71636
C: 0.46639 -1.67529 0.95504
C: 0.82152 -1.88287 3.14759
N: -0.19835 -0.95432 3.06553
N: 1.20915 -2.43583 1.91697
H: -0.95478 -0.06503 1.26763
H: -0.54911 -0.41470 3.75605
H: 0.91687 -3.22251 -0.44495
H: 0.84269 -1.59815 -1.14726
H: 1.21523 -2.10816 4.12389
H: -0.65951 -2.37679 -0.42024
C: -0.51168 1.34784 -1.44300
C: -1.29578 2.17465 -2.44326
C: 0.81743 1.79988 -0.82366
H: -1.18304 1.05540 -0.49889
H: -0.26253 0.47578 -2.02539
H: -0.64435 2.45516 -3.27296
H: -1.62572 3.09758 -2.06786
H: 1.32927 0.86823 -0.50112
H: 1.48970 2.22205 -1.58959
H: -2.21878 1.65097 -2.92512
H: 0.84767 2.50883 0.07575

***

Entry 2:
Molecular formula: C7H14N2
Method: DFT, the ωB97M-V functional and the def2-TZVPD basis

Results
* LUMO: 0.851 eV
* SMILES: C=C(C)/C(N)=C(\C)CN
* molecular weight: 126.2 g mol⁻¹
* net charge: 0
* energy above the lowest of the compared OMol25 structures with the same formula, charge and spin: 24.3 kcal/mol

Positions of all 23 atoms, in Å:
C: 2.40884 0.85644 0.86062
C: 1.59974 0.39264 -0.10558
C: 2.09487 -0.46026 -1.23877
C: 0.17698 0.72485 -0.11387
N: -0.11543 1.93168 -0.71375
C: -0.74737 -0.09732 0.43893
C: -0.40942 -1.41003 1.11373
C: -2.21846 0.24859 0.50736
N: -3.00619 -0.56017 -0.41658
H: 2.02369 1.48437 1.65924
H: 3.46866 0.62724 0.87504
H: 3.17152 -0.64799 -1.16434
H: 1.59105 -1.43250 -1.24644
H: 1.91139 0.03149 -2.20017
H: 0.61468 2.25307 -1.34388
H: -1.03647 1.97352 -1.13774
H: 0.66280 -1.60470 1.19521
H: -0.80961 -1.42314 2.13342
H: -0.84846 -2.24616 0.55993
H: -2.40888 1.30440 0.29263
H: -2.58793 0.09242 1.52784
H: -2.58632 -0.50062 -1.34252
H: -2.94969 -1.53782 -0.14031

***

Entry 3:
Molecular formula: C7H14N2
Method: DFT, the ωB97M-V functional and the def2-TZVPD basis

Results
* LUMO: 0.276 eV
* SMILES: CC=C(C)C.CNC#N
* molecular weight: 126.2 g mol⁻¹
* net charge: 0
* energy above the lowest of the compared OMol25 structures with the same formula, charge and spin: 79.4 kcal/mol

Positions of all 23 atoms, in Å:
C: -1.67154 1.52443 -0.23301
C: -0.33717 1.01302 0.19682
C: -0.11024 -0.14529 0.95771
C: 1.15779 -0.16220 1.79986
C: -1.27873 -0.81431 1.65940
H: -1.56944 2.20153 -1.08417
H: -2.34576 0.71581 -0.52195
H: -2.14304 2.08021 0.58522
H: 0.49760 1.68869 0.03070
H: 2.01817 0.19169 1.22435
H: 1.37381 -1.18371 2.12337
H: 1.06251 0.47135 2.68639
H: -0.97123 -1.80482 2.00410
H: -1.61950 -0.23124 2.51986
H: -2.12807 -0.95306 0.98726
C: 1.60812 -0.00415 -2.30283
N: 0.34665 -0.48113 -1.72440
C: 0.33424 -1.45599 -0.69616
N: 0.44237 -2.62105 -0.54283
H: 1.50992 1.05276 -2.56085
H: 1.87117 -0.57503 -3.19577
H: 2.42643 -0.07811 -1.58402
H: -0.47407 -0.42940 -2.32906

***

Entry 4:
Molecular formula: C7H14N2
Method: DFT, the ωB97M-V functional and the def2-TZVPD basis

Results
* LUMO: 0.888 eV
* SMILES: Cc1c[nH]cn1.CCC
* molecular weight: 126.2 g mol⁻¹
* net charge: 0
* energy above the lowest of the compared OMol25 structures with the same formula, charge and spin: 23.4 kcal/mol

Positions of all 23 atoms, in Å:
C: -0.37891 -0.87586 -2.12823
C: -0.50005 0.30010 -1.26774
C: -1.60110 0.70328 -0.58498
N: -1.18306 1.72676 0.23666
C: 0.12992 1.96468 -0.10729
N: 0.61869 1.15484 -1.01045
H: -1.36842 -1.09107 -2.51875
H: 0.06462 -1.72285 -1.58482
H: 0.28215 -0.83495 -2.99953
H: -2.57628 0.25965 -0.41157
H: -1.89263 2.38992 0.50745
H: 0.54360 2.91151 0.18807
C: 1.27642 -1.96705 0.30149
C: 1.21429 -1.49424 1.76281
C: 0.10757 -0.54375 2.16919
H: 0.27996 -2.33893 0.10791
H: 2.00220 -2.76327 0.27302
H: 1.66089 -1.21611 -0.37018
H: 1.27985 -2.37113 2.41380
H: 2.19570 -1.05626 2.12410
H: 0.20797 0.45799 1.67658
H: -0.88376 -0.93703 1.99681
H: 0.21371 -0.12885 3.17319

***

Entry 5:
Molecular formula: C7H14N2O
Method: DFT, the ωB97M-V functional and the def2-TZVPD basis

Results
* LUMO: 0.857 eV
* SMILES: [H]/N=C(\CN)C/C(C)=C(\C)O
* molecular weight: 142.2 g mol⁻¹
* net charge: 0
* energy above the lowest of the compared OMol25 structures with the same formula, charge and spin: 44.6 kcal/mol

Positions of all 24 atoms, in Å:
H: -1.79727 -0.34442 2.31232
N: -1.03477 -0.63680 1.70121
C: -1.07042 -0.17356 0.52659
C: -2.10025 1.02592 0.14123
N: -2.70285 0.84798 -1.16340
C: -0.37223 -0.67204 -0.69820
C: 0.96060 -0.88364 -0.04277
C: 1.36016 -2.30434 0.22801
C: 1.78598 0.16651 0.18438
C: 1.64423 1.53548 -0.41168
O: 2.93436 -0.06833 0.90066
H: -2.84053 1.02955 0.95818
H: -1.58651 1.99184 0.17444
H: -3.32829 1.60953 -1.39968
H: -3.24457 -0.00886 -1.19972
H: -0.34534 0.05347 -1.51034
H: -0.83815 -1.60226 -1.02195
H: 1.03308 -2.98775 -0.55586
H: 0.89210 -2.63548 1.15422
H: 2.43521 -2.41402 0.34077
H: 2.59159 2.07580 -0.37092
H: 1.30935 1.53005 -1.44786
H: 0.90879 2.10648 0.15531
H: 3.40573 0.75887 1.04506

***

Entry 6:
Molecular formula: C7H14N2O
Method: DFT, the ωB97M-V functional and the def2-TZVPD basis

Results
* LUMO: 0.105 eV
* SMILES: [H]/N=C(/C)CC.CN1CC1=O
* molecular weight: 142.2 g mol⁻¹
* net charge: 0
* energy above the lowest of the compared OMol25 structures with the same formula, charge and spin: 83.5 kcal/mol

Positions of all 24 atoms, in Å:
H: 0.23936 -2.07524 2.54636
N: 0.63264 -2.19424 1.60959
C: 0.06622 -1.42980 0.72357
C: 0.45046 -1.69209 -0.71050
C: -1.36907 -0.81484 1.09056
C: -2.53136 -1.15120 0.17975
H: 1.45254 -1.26977 -0.82632
H: -0.25026 -1.24657 -1.41751
H: 0.61157 -2.75828 -0.88842
H: -1.26319 0.25421 1.28851
H: -1.59203 -1.18905 2.09476
H: -3.46107 -0.73738 0.58433
H: -2.39839 -0.72263 -0.81785
H: -2.65487 -2.23453 0.08720
C: 2.20937 1.65154 -1.38677
N: 1.12135 1.31439 -0.48416
C: 0.78409 2.27649 0.52779
C: -0.09116 1.97505 -0.59835
O: -1.27059 1.77471 -0.70842
H: 3.15917 1.56789 -0.85386
H: 2.18130 0.97191 -2.24066
H: 2.10402 2.66120 -1.79318
H: 0.57519 1.84103 1.49346
H: 1.29470 3.22719 0.50012